118
Properties=species:S:1:pos:R:3:lowdin_charge:R:1 method="wB97M-V/def2-TZVPD" homo_energy_ev=-8.6 charge=0 smiles=COCCNCCOC.COCCNCCOC.COCCNCCOC.COCCNCCOC.OCCO.CO.CO e_above_lowest_kj_mol=12.16 multiplicity=1
C -1.41 2.05 -3.72 -0.18
C -1.63 3.57 -3.51 -0.22
O -0.38 4.26 -3.31 -0.08
O -0.66 1.41 -2.64 -0.08
H -0.86 1.95 -4.66 0.12
H -2.33 1.54 -3.73 0.10
H -2.31 3.79 -2.71 0.10
H -2.19 3.95 -4.40 0.12
H -0.48 4.84 -2.53 0.07
H 0.26 1.48 -2.87 0.05
C -3.71 -0.89 0.56 -0.07
O -4.85 -1.78 0.68 -0.20
C -5.13 -2.08 2.03 -0.26
C -6.43 -2.87 2.08 -0.22
N -6.29 -4.09 1.28 -0.05
C -7.34 -5.06 1.55 -0.24
C -7.21 -6.44 1.05 -0.25
O -6.22 -7.24 1.69 -0.19
C -6.30 -8.61 1.33 -0.13
H -3.73 -0.49 -0.45 0.09
H -2.78 -1.51 0.67 0.09
H -3.69 -0.14 1.37 0.08
H -5.15 -1.18 2.68 0.12
H -4.29 -2.71 2.37 0.12
H -7.24 -2.19 1.76 0.12
H -6.63 -3.11 3.15 0.13
H -6.19 -3.89 0.30 0.11
H -8.36 -4.78 1.29 0.11
H -7.29 -5.12 2.69 0.14
H -7.04 -6.40 -0.03 0.12
H -8.21 -6.97 1.15 0.13
H -7.22 -9.15 1.64 0.09
H -5.47 -9.10 1.87 0.09
H -6.21 -8.69 0.25 0.08
C 5.95 -2.76 -0.40 -0.12
O 5.06 -2.31 0.60 -0.24
C 5.66 -2.41 1.92 -0.18
C 4.66 -1.82 3.01 -0.20
N 3.67 -2.82 3.34 -0.05
C 2.60 -2.86 2.33 -0.20
C 1.39 -3.58 2.84 -0.25
O 0.63 -2.72 3.68 -0.19
C -0.65 -3.31 3.95 -0.09
H 5.38 -3.03 -1.31 0.09
H 6.41 -3.69 -0.05 0.08
H 6.71 -2.00 -0.57 0.08
H 6.53 -1.74 1.95 0.11
H 5.84 -3.44 2.24 0.12
H 4.25 -0.96 2.52 0.10
H 5.22 -1.57 3.92 0.12
H 3.31 -2.66 4.25 0.09
H 2.95 -3.45 1.47 0.12
H 2.22 -1.90 1.92 0.12
H 1.63 -4.52 3.34 0.13
H 0.80 -3.86 1.98 0.11
H -1.25 -2.73 4.64 0.08
H -0.45 -4.29 4.32 0.07
H -1.27 -3.32 3.03 0.09
C -2.12 0.72 3.99 -0.13
O -2.60 2.00 3.93 -0.18
C -1.76 3.02 4.56 -0.19
C -0.90 3.85 3.67 -0.23
N -1.66 4.59 2.69 -0.07
C -1.00 5.10 1.50 -0.19
C -2.07 5.83 0.63 -0.25
O -1.62 6.03 -0.67 -0.19
C -2.22 7.21 -1.23 -0.07
H -3.00 0.10 3.89 0.08
H -1.67 0.54 4.97 0.09
H -1.42 0.55 3.19 0.06
H -1.13 2.52 5.27 0.11
H -2.42 3.70 5.12 0.13
H -0.21 3.13 3.20 0.12
H -0.34 4.52 4.30 0.12
H -2.41 3.95 2.40 0.11
H -0.48 4.28 0.90 0.13
H -0.28 5.87 1.78 0.12
H -2.35 6.76 1.11 0.11
H -3.00 5.27 0.69 0.12
H -3.28 7.14 -1.23 0.08
H -1.93 7.28 -2.23 0.07
H -1.94 8.05 -0.65 0.08
C 6.91 1.56 -6.75 -0.15
O 5.57 1.50 -6.51 -0.19
C 5.09 2.59 -5.78 -0.24
C 3.61 2.39 -5.50 -0.20
N 3.27 1.12 -4.88 -0.05
C 3.89 0.90 -3.57 -0.20
C 3.54 -0.43 -3.00 -0.22
O 2.18 -0.48 -2.64 -0.18
C 1.86 -1.57 -1.83 -0.13
H 7.23 0.55 -7.05 0.10
H 7.48 1.74 -5.82 0.09
H 7.21 2.30 -7.51 0.09
H 5.16 3.52 -6.36 0.12
H 5.74 2.65 -4.89 0.12
H 3.05 2.58 -6.41 0.12
H 3.24 3.11 -4.74 0.12
H 3.57 0.41 -5.54 0.10
H 3.60 1.75 -2.95 0.11
H 4.96 0.87 -3.62 0.11
H 4.23 -0.77 -2.22 0.12
H 3.63 -1.10 -3.87 0.13
H 2.15 -2.55 -2.31 0.10
H 0.83 -1.55 -1.55 0.08
H 2.51 -1.59 -0.94 0.08
C 2.76 2.95 -0.49 -0.15
O 4.07 3.33 -0.90 -0.12
H 2.06 2.85 -1.32 0.07
H 2.76 2.05 0.08 0.06
H 2.29 3.77 0.07 0.08
H 4.07 3.97 -1.61 0.07
C 0.31 0.32 1.09 -0.17
O -0.34 1.39 0.41 -0.14
H 0.79 0.73 2.00 0.09
H -0.39 -0.50 1.34 0.07
H 1.05 -0.10 0.45 0.04
H -0.47 1.13 -0.52 0.05


117
Properties=species:S:1:pos:R:3:lowdin_charge:R:1 method="wB97M-V/def2-TZVPD" homo_energy_ev=-8.6 charge=0 smiles=COC[C@H](C)N.COC[C@H](C)N.COC[C@H](C)N.COCCNCCOC.COCCNCCOC.CCO.CCO e_above_lowest_kj_mol=145.19 multiplicity=1
C -0.25 -3.70 1.02 -0.08
C -0.13 -5.23 1.17 -0.31
O 0.49 -5.60 2.37 -0.08
H 0.63 -3.24 1.47 0.05
H -1.09 -3.28 1.57 0.06
H -0.31 -3.38 -0.02 0.06
H 0.33 -5.64 0.26 0.10
H -1.14 -5.64 1.19 0.11
H 1.32 -5.11 2.42 0.08
C -1.37 -0.02 1.12 -0.05
C -0.56 -0.15 -0.14 -0.30
O 0.67 -0.84 0.16 -0.14
H -1.61 -0.99 1.56 0.07
H -2.39 0.35 0.96 0.04
H -0.86 0.66 1.80 0.06
H -0.19 0.83 -0.48 0.10
H -1.10 -0.58 -0.99 0.09
H 1.11 -0.91 -0.72 0.02
C -9.45 -1.49 -4.69 -0.13
O -8.21 -1.34 -4.08 -0.19
C -7.11 -1.88 -4.78 -0.24
C -5.81 -1.17 -4.48 -0.21
N -5.17 -1.76 -3.32 -0.06
C -3.96 -1.13 -2.83 -0.21
C -4.23 0.02 -1.88 -0.25
O -4.62 -0.49 -0.64 -0.17
C -4.81 0.47 0.36 -0.13
H -10.17 -0.99 -4.05 0.09
H -9.76 -2.55 -4.78 0.09
H -9.46 -1.16 -5.74 0.09
H -7.31 -1.84 -5.86 0.12
H -7.06 -2.96 -4.61 0.13
H -6.07 -0.11 -4.33 0.12
H -5.11 -1.22 -5.31 0.12
H -5.86 -1.81 -2.57 0.11
H -3.36 -0.75 -3.66 0.12
H -3.32 -1.86 -2.34 0.11
H -4.86 0.83 -2.27 0.13
H -3.28 0.59 -1.86 0.11
H -4.08 1.28 0.43 0.08
H -4.81 -0.07 1.32 0.09
H -5.79 0.95 0.28 0.09
C -0.44 -3.47 5.52 -0.11
O 0.72 -2.74 5.17 -0.18
C 0.55 -1.88 4.07 -0.22
C 0.59 -0.41 4.45 -0.22
N -0.53 0.02 5.28 -0.06
C -0.47 1.44 5.63 -0.19
C -0.51 2.34 4.39 -0.24
O -0.68 3.66 4.82 -0.18
C -0.34 4.61 3.83 -0.10
H -0.20 -4.05 6.40 0.09
H -0.71 -4.16 4.70 0.08
H -1.36 -2.88 5.66 0.08
H -0.44 -1.97 3.60 0.11
H 1.27 -2.18 3.31 0.11
H 0.60 0.16 3.52 0.07
H 1.52 -0.15 4.97 0.13
H -0.70 -0.61 6.04 0.10
H 0.46 1.59 6.19 0.12
H -1.31 1.65 6.29 0.12
H -1.40 2.05 3.81 0.13
H 0.38 2.14 3.79 0.09
H 0.65 4.42 3.40 0.06
H -0.24 5.64 4.17 0.09
H -1.00 4.42 2.98 0.08
C 4.21 1.66 -1.57 -0.05
C 4.80 0.58 -0.68 -0.42
C 3.96 0.37 0.56 -0.22
O 3.83 1.45 1.45 -0.17
C 2.69 1.40 2.26 -0.12
N 4.86 -0.65 -1.50 0.04
H 3.89 2.52 -0.97 0.07
H 3.31 1.33 -2.08 0.07
H 4.95 2.06 -2.27 0.08
H 5.79 0.94 -0.35 0.14
H 4.30 -0.54 1.08 0.13
H 2.93 0.06 0.30 0.10
H 2.75 1.85 3.24 0.09
H 2.48 0.34 2.47 0.08
H 1.81 1.65 1.65 0.08
H 5.47 -1.27 -0.97 0.09
H 5.35 -0.36 -2.35 0.08
C 0.26 -2.07 -3.93 -0.05
C 1.52 -2.51 -3.14 -0.40
C 2.60 -2.88 -4.16 -0.23
O 2.31 -4.03 -4.94 -0.18
C 3.06 -4.13 -6.14 -0.10
N 2.02 -1.38 -2.36 0.04
H 0.60 -1.38 -4.70 0.08
H -0.49 -1.60 -3.30 0.06
H -0.18 -2.93 -4.43 0.08
H 1.21 -3.35 -2.52 0.14
H 3.50 -3.14 -3.58 0.13
H 2.83 -2.04 -4.81 0.12
H 2.44 -4.31 -7.01 0.08
H 3.76 -4.96 -6.03 0.08
H 3.66 -3.22 -6.25 0.08
H 2.94 -1.63 -2.02 0.05
H 2.08 -0.56 -2.96 0.08
C 4.80 5.39 2.45 -0.07
C 4.14 5.17 1.10 -0.42
C 2.66 4.85 1.17 -0.21
O 2.00 4.85 -0.08 -0.20
C 0.81 4.10 -0.15 -0.10
N 4.34 6.40 0.28 0.04
H 4.47 4.64 3.18 0.08
H 4.59 6.31 3.00 0.08
H 5.88 5.31 2.37 0.08
H 4.61 4.28 0.67 0.13
H 2.11 5.61 1.75 0.13
H 2.58 3.84 1.58 0.09
H 0.42 4.31 -1.14 0.09
H 0.07 4.51 0.56 0.08
H 0.93 3.03 0.05 0.07
H 3.93 7.16 0.79 0.07
H 3.85 6.24 -0.59 0.06


138
Properties=species:S:1:pos:R:3:lowdin_charge:R:1 method="wB97M-V/def2-TZVPD" homo_energy_ev=-9.4 charge=+1 e_above_lowest_kj_mol=867.22 multiplicity=1
C 7.37 -4.07 21.61 -0.07
O 7.27 -3.13 22.65 -0.19
C 7.35 -1.81 22.06 -0.17
C 7.62 -0.82 23.20 -0.10
N 6.68 -0.94 24.39 0.08
H 5.80 -0.64 23.99 0.17
H 6.65 -1.90 24.70 0.16
C 6.87 0.14 25.46 -0.05
C 8.06 -0.32 26.32 -0.26
O 8.01 -1.61 26.76 -0.16
C 6.88 -1.86 27.62 -0.05
H 6.65 -3.99 20.80 0.12
H 7.12 -5.03 22.05 0.08
H 8.44 -4.12 21.40 0.10
H 6.44 -1.53 21.53 0.14
H 8.17 -1.69 21.35 0.12
H 7.61 0.20 22.80 0.13
H 8.58 -0.91 23.71 0.10
H 5.94 0.09 26.03 0.13
H 7.04 1.09 24.96 0.14
H 8.11 0.38 27.16 0.14
H 9.00 -0.14 25.80 0.12
H 6.44 -0.96 28.06 0.10
H 7.18 -2.51 28.45 0.10
H 6.14 -2.41 27.04 0.09
C 10.46 3.47 19.83 -0.05
O 11.09 2.22 20.19 -0.18
C 10.14 1.20 20.50 -0.23
C 10.88 0.08 21.15 -0.07
N 11.56 0.68 22.39 0.07
H 12.02 1.55 22.16 0.16
H 10.88 1.05 23.04 0.16
C 12.61 -0.22 23.06 -0.04
C 12.15 -1.67 23.33 -0.19
O 11.04 -1.65 24.19 -0.21
C 10.44 -2.94 24.38 -0.07
H 11.22 4.24 19.72 0.10
H 9.73 3.74 20.60 0.09
H 9.98 3.36 18.86 0.10
H 9.71 0.71 19.63 0.15
H 9.31 1.52 21.13 0.12
H 11.69 -0.27 20.51 0.16
H 10.23 -0.74 21.46 0.12
H 12.95 0.39 23.89 0.14
H 13.45 -0.21 22.36 0.14
H 12.96 -2.18 23.85 0.15
H 11.95 -2.23 22.42 0.13
H 10.26 -3.49 23.45 0.09
H 9.45 -2.79 24.83 0.06
H 11.07 -3.56 25.02 0.11
C 12.08 -10.81 19.30 -0.09
O 10.89 -10.17 19.68 -0.20
C 10.70 -8.92 19.04 -0.18
C 9.43 -8.18 19.43 -0.02
N 9.34 -8.11 21.02 0.08
H 8.44 -7.73 21.29 0.09
H 9.39 -9.05 21.36 0.13
C 10.32 -7.07 21.60 -0.02
C 10.07 -6.97 23.17 -0.20
O 8.77 -6.52 23.31 -0.20
C 8.61 -6.07 24.71 -0.04
H 12.05 -11.07 18.24 0.08
H 12.26 -11.79 19.75 0.09
H 12.86 -10.06 19.43 0.10
H 10.65 -9.11 17.97 0.13
H 11.57 -8.30 19.24 0.12
H 8.47 -8.66 19.23 0.13
H 9.32 -7.12 19.21 0.13
H 10.10 -6.11 21.13 0.12
H 11.36 -7.33 21.39 0.12
H 10.79 -6.24 23.54 0.12
H 10.22 -7.90 23.73 0.11
H 9.07 -5.10 24.88 0.06
H 8.87 -6.85 25.42 0.07
H 7.52 -6.05 24.80 0.08
C 5.15 -7.85 25.70 -0.11
O 4.20 -8.41 26.55 -0.20
C 3.79 -9.79 26.27 -0.13
C 4.87 -10.64 26.97 -0.09
N 5.32 -10.07 28.36 0.09
H 5.63 -9.17 28.02 0.13
H 4.47 -10.06 28.90 0.18
C 6.53 -10.82 28.99 -0.03
C 7.84 -10.43 28.25 -0.22
O 7.79 -9.10 27.97 -0.19
C 9.06 -8.51 27.87 -0.07
H 6.07 -8.40 25.54 0.09
H 5.29 -6.84 26.10 0.10
H 4.72 -7.67 24.71 0.09
H 3.69 -10.01 25.21 0.14
H 2.83 -10.10 26.68 0.12
H 5.71 -10.65 26.28 0.10
H 4.57 -11.68 27.05 0.13
H 6.26 -11.86 29.15 0.13
H 6.50 -10.30 29.95 0.13
H 7.93 -10.93 27.29 0.13
H 8.66 -10.71 28.91 0.14
H 8.99 -7.44 27.68 0.09
H 9.60 -8.93 27.02 0.10
H 9.72 -8.70 28.71 0.10
C 9.65 -14.59 21.74 -0.04
C 8.67 -13.83 22.60 -0.28
C 8.17 -12.51 21.87 -0.11
O 6.97 -12.07 22.55 -0.16
C 7.27 -11.26 23.74 -0.09
N 7.50 -14.82 22.85 0.23
H 7.94 -15.65 23.24 0.16
H 6.75 -14.45 23.41 0.15
H 7.04 -14.96 21.97 0.16
H 9.91 -15.54 22.20 0.09
H 10.62 -14.09 21.75 0.11
H 9.37 -14.69 20.69 0.10
H 9.09 -13.56 23.57 0.14
H 7.94 -12.93 20.90 0.13
H 8.98 -11.80 21.71 0.14
H 6.40 -10.66 24.02 0.06
H 7.97 -10.46 23.53 0.09
H 7.56 -11.69 24.70 0.07
B 5.87 -8.15 21.38 -1.43
F 4.95 -8.36 20.39 0.15
F 6.80 -7.30 20.80 0.12
F 5.33 -7.56 22.51 0.12
F 6.54 -9.26 21.66 0.20
B 11.26 -10.69 23.92 -1.38
F 10.22 -11.43 24.45 0.11
F 12.31 -11.57 23.75 0.14
F 10.82 -10.10 22.71 0.10
F 11.53 -9.68 24.79 0.15
B 7.74 -7.85 16.31 -1.42
F 6.99 -8.99 16.49 0.12
F 7.21 -6.93 15.38 0.07
F 7.67 -7.20 17.49 0.13
F 9.05 -8.17 16.06 0.14
B 14.39 -6.62 21.28 -1.46
F 14.58 -7.86 21.76 0.15
F 15.48 -6.07 20.70 0.16
F 13.38 -6.87 20.35 0.09
F 13.89 -5.84 22.28 0.11


116
Properties=species:S:1:pos:R:3:lowdin_charge:R:1 method="wB97M-V/def2-TZVPD" homo_energy_ev="-11.5 / -11.5" charge=+1 e_above_lowest_kj_mol=0.00 s_squared=0.7542 multiplicity=2
C 7.66 -2.67 6.28 -0.23
C 7.21 -4.13 6.69 -0.19
O 7.03 -5.02 5.54 -0.08
O 7.01 -2.33 5.09 -0.06
H 8.70 -2.73 5.96 0.11
H 7.59 -1.98 7.12 0.09
H 6.28 -4.03 7.24 0.09
H 7.84 -4.62 7.43 0.10
H 6.94 -5.93 5.83 0.08
H 6.76 -3.14 4.64 0.07
C 6.31 -0.99 9.87 -0.21
C 7.30 -2.05 10.38 -0.22
O 7.12 -3.31 9.80 -0.07
O 5.06 -1.26 10.43 -0.08
H 6.26 -1.15 8.79 0.11
H 6.64 0.02 10.08 0.11
H 7.41 -2.09 11.47 0.12
H 8.23 -1.67 9.97 0.12
H 7.63 -3.93 10.33 0.06
H 5.01 -2.22 10.36 0.06
C 3.47 -1.96 6.31 -0.04
C 2.65 -0.90 5.58 -0.48
C 1.65 0.02 6.32 -0.02
O 3.61 -0.12 4.93 -0.06
H 4.21 -2.52 5.74 0.08
H 2.78 -2.70 6.70 0.08
H 3.94 -1.45 7.16 0.07
H 2.04 -1.37 4.81 0.13
H 1.39 0.89 5.71 0.10
H 2.05 0.36 7.27 0.04
H 0.79 -0.57 6.65 0.08
H 4.19 -0.62 4.35 0.11
C 7.34 -0.65 15.98 -0.04
C 7.48 -0.51 14.44 -0.44
C 6.16 -0.63 13.74 -0.07
O 7.99 0.83 14.24 -0.08
H 6.72 0.14 16.39 0.08
H 8.31 -0.51 16.45 0.08
H 7.02 -1.64 16.30 0.08
H 8.29 -1.11 14.02 0.13
H 6.12 -0.47 12.67 0.05
H 5.43 0.09 14.14 0.09
H 5.74 -1.62 13.93 0.09
H 7.41 1.41 14.73 0.09
C 3.32 -5.73 11.34 -0.04
C 4.73 -5.35 10.94 -0.48
C 5.53 -6.50 10.31 -0.03
O 4.57 -4.35 9.96 -0.09
H 2.73 -5.95 10.45 0.09
H 2.80 -4.95 11.90 0.07
H 3.30 -6.62 11.97 0.08
H 5.26 -4.76 11.68 0.13
H 5.00 -7.03 9.53 0.09
H 5.75 -7.28 11.04 0.08
H 6.47 -6.13 9.89 0.07
H 5.48 -4.13 9.77 0.02
C 11.13 0.52 11.81 -0.05
C 10.41 1.81 11.72 -0.52
C 9.10 1.52 11.12 -0.08
O 10.12 2.30 13.03 -0.04
H 12.03 0.62 12.42 0.09
H 11.40 0.09 10.85 0.07
H 10.51 -0.19 12.36 0.07
H 10.93 2.57 11.15 0.15
H 8.60 2.49 11.09 0.10
H 8.56 0.71 11.61 0.07
H 9.25 1.24 10.08 0.07
H 9.91 1.50 13.51 0.05
C 6.71 1.55 7.02 -0.04
C 5.30 1.66 7.63 -0.49
C 5.36 2.53 8.85 -0.06
O 4.30 2.22 6.76 -0.04
H 6.72 1.19 5.99 0.09
H 7.33 0.92 7.66 0.05
H 7.23 2.51 7.11 0.08
H 5.02 0.66 7.96 0.10
H 5.69 3.55 8.66 0.09
H 5.97 2.14 9.67 0.07
H 4.33 2.68 9.19 0.07
H 4.02 1.55 6.13 0.04
C 2.02 0.53 10.05 0.01
C 1.72 -0.47 11.17 -0.32
C 1.75 -1.89 10.57 0.04
O 2.87 -0.40 11.98 0.25
H 2.10 1.54 10.46 0.11
H 1.22 0.48 9.31 0.10
H 2.93 0.31 9.49 0.08
H 0.80 -0.26 11.70 0.17
H 1.08 -1.97 9.72 0.12
H 1.46 -2.61 11.33 0.10
H 2.74 -2.28 10.33 0.08
H 3.70 -0.37 11.50 0.10
C 10.58 -3.77 11.24 -0.03
C 9.90 -4.85 12.10 -0.44
C 10.24 -4.78 13.64 -0.03
O 8.49 -4.69 12.12 -0.09
H 10.12 -3.65 10.26 0.07
H 11.67 -3.71 11.24 0.09
H 10.32 -2.82 11.71 0.06
H 10.08 -5.82 11.66 0.13
H 9.71 -5.57 14.16 0.08
H 9.86 -3.81 13.97 0.07
H 11.32 -4.85 13.81 0.08
H 8.11 -5.22 12.83 0.09
C 10.89 -0.11 7.78 -0.07
C 11.17 1.41 7.90 -0.42
C 12.42 1.97 7.13 -0.04
O 10.02 1.97 7.26 -0.08
H 9.86 -0.36 8.02 0.05
H 11.47 -0.80 8.40 0.06
H 11.00 -0.58 6.80 0.08
H 11.16 1.63 8.96 0.10
H 12.46 3.06 7.16 0.08
H 12.57 1.53 6.14 0.07
H 13.33 1.50 7.50 0.07
H 10.05 1.69 6.34 0.09